# 1
12
Properties=species:S:1:pos:R:3 method="wB97M-V/def2-TZVPD" fmax_ev_per_a=3.26 homo_energy_ev=-8.8 relative_energy_kj_mol=153.72 gap_ev=8.6871
C -2.570 -0.528 -0.143
C -1.158 -0.157 -0.185
C -0.056 0.259 -0.122
C 1.334 0.808 -0.100
C 2.366 -0.208 0.359
S 3.821 -0.436 -0.268
H -2.929 -0.510 0.834
H -2.719 -1.513 -0.559
H -3.139 0.188 -0.716
H 1.382 1.593 0.655
H 1.653 1.203 -1.045
H 2.017 -0.700 1.291

=====

# 2
99
Properties=species:S:1:pos:R:3 method="wB97M-V/def2-TZVPD" fmax_ev_per_a=0.88 homo_energy_ev=-1.9 relative_energy_kj_mol=78.40 gap_ev=5.8655 charge=-2
K 0.717 1.251 0.014
C -1.363 -4.105 -0.792
C -0.369 -3.269 -1.566
C -0.844 -2.287 -2.443
C -2.339 -2.179 -2.633
C 0.060 -1.448 -3.106
C -0.390 -0.382 -4.079
C 1.433 -1.598 -2.857
C 2.433 -0.661 -3.494
C 1.907 -2.606 -2.011
C 3.397 -2.704 -1.788
C 1.001 -3.477 -1.395
C 1.456 -4.662 -0.572
H -1.770 -4.926 -1.393
H -2.205 -3.492 -0.471
H -0.914 -4.534 0.102
H -2.611 -1.604 -3.512
H -2.805 -1.696 -1.769
H -2.789 -3.169 -2.734
H -0.049 -0.618 -5.093
H 0.025 0.590 -3.808
H -1.468 -0.260 -4.113
H 2.785 0.077 -2.768
H 2.010 -0.106 -4.325
H 3.309 -1.203 -3.856
H 3.915 -3.062 -2.686
H 3.655 -3.352 -0.959
H 3.801 -1.722 -1.539
H 1.315 -4.497 0.499
H 2.505 -4.894 -0.738
H 0.882 -5.551 -0.841
C -2.172 0.161 4.452
C -3.015 0.008 3.190
S -2.438 -1.141 1.916
C -2.696 -2.731 2.741
C -1.703 -3.162 3.828
S 0.051 -3.120 3.370
C 0.675 -1.643 4.235
C 0.531 -0.295 3.532
S -0.532 0.924 4.335
H -2.092 -0.777 5.008
H -2.706 0.857 5.105
H -3.103 0.963 2.668
H -4.017 -0.325 3.486
H -2.659 -3.462 1.931
H -3.709 -2.758 3.156
H -1.918 -4.200 4.099
H -1.821 -2.573 4.738
H 1.736 -1.871 4.353
H 0.231 -1.632 5.233
H 0.275 -0.430 2.492
H 1.498 0.211 3.512
C 2.413 6.212 2.305
C 1.322 5.391 2.060
C 1.492 4.017 1.990
C 2.755 3.462 2.139
C 3.854 4.283 2.388
C 3.677 5.653 2.473
N 2.809 2.038 2.044
N 3.952 1.559 1.939
C 3.991 0.129 1.869
C 5.188 -0.400 2.366
C 5.336 -1.771 2.479
C 4.281 -2.584 2.068
C 3.132 -2.015 1.523
C 2.920 -0.633 1.364
H 2.283 7.286 2.362
H 0.337 5.814 1.913
H 0.653 3.356 1.806
H 4.829 3.829 2.506
H 4.529 6.294 2.669
H 5.977 0.277 2.683
H 6.248 -2.199 2.882
H 4.366 -3.665 2.157
H 2.351 -2.697 1.198
C -5.315 0.686 -4.710
C -4.098 1.338 -4.105
C -3.686 1.022 -2.817
C -2.572 1.628 -2.248
C -1.872 2.588 -2.963
C -2.281 2.926 -4.247
C -3.375 2.294 -4.816
S -0.411 3.372 -2.251
O -0.392 4.674 -2.909
O 0.707 2.494 -2.625
N -0.550 3.325 -0.732
C -1.740 3.768 -0.038
C -2.298 2.679 0.920
O -3.326 2.981 1.560
O -1.681 1.578 0.964
H -5.562 -0.240 -4.190
H -5.156 0.454 -5.765
H -6.186 1.345 -4.645
H -4.239 0.286 -2.243
H -2.253 1.360 -1.245
H -1.731 3.690 -4.781
H -3.682 2.552 -5.826
H -2.565 4.055 -0.703
H -1.536 4.653 0.577

=====

# 3
40
Properties=species:S:1:pos:R:3 method="wB97M-V/def2-TZVPD" fmax_ev_per_a=8.50 homo_energy_ev=-9.8 gap_ev=9.7297
C 5.434 0.242 0.559
C 4.036 0.877 -0.021
Br 4.604 2.147 -1.514
C 3.180 1.769 1.060
Br 2.866 0.882 2.826
N 1.862 2.317 0.515
C 0.951 1.219 0.014
O 0.729 1.151 -1.329
O 0.225 0.236 0.836
H 6.377 0.926 0.309
H 5.422 -0.029 1.698
H 5.618 -0.772 -0.039
H 3.429 0.007 -0.530
H 3.846 2.733 1.287
H 2.030 2.937 -0.325
H 0.830 -0.586 0.836
C -2.721 -1.825 2.949
C -2.256 -0.855 4.022
C -2.690 0.568 3.709
O -0.835 -0.904 4.120
H -2.290 -1.568 1.974
H -2.391 -2.843 3.181
H -3.812 -1.822 2.860
H -2.662 -1.158 4.994
H -2.258 0.910 2.762
H -2.337 1.257 4.484
H -3.780 0.643 3.643
H -0.466 -0.637 3.262
C -2.648 0.420 -4.175
C -1.646 -0.673 -4.510
C -1.878 -1.915 -3.664
O -0.325 -0.188 -4.285
H -2.557 0.727 -3.126
H -2.461 1.313 -4.782
H -3.674 0.084 -4.352
H -1.724 -0.931 -5.572
H -1.760 -1.691 -2.598
H -1.142 -2.689 -3.908
H -2.881 -2.322 -3.827
H -0.246 0.043 -3.344

=====

# 4
74
Properties=species:S:1:pos:R:3 method="wB97M-V/def2-TZVPD" fmax_ev_per_a=0.64 homo_energy_ev=-5.1 relative_energy_kj_mol=36.45 gap_ev=7.6535 charge=-1
Cu -0.882 0.498 0.001
O -1.924 3.939 -2.339
S -1.249 2.736 -1.917
O -1.564 2.361 -0.532
O -1.363 1.606 -2.831
C 0.513 3.134 -1.947
C 0.848 4.414 -2.375
C 2.174 4.773 -2.562
C 3.178 3.844 -2.345
C 2.848 2.571 -1.913
C 1.524 2.199 -1.679
P 1.174 0.484 -1.084
C 2.397 0.192 0.247
C 2.471 -1.116 0.729
C 3.222 -1.424 1.849
C 3.896 -0.417 2.528
C 3.802 0.891 2.081
C 3.056 1.195 0.949
C 1.854 -0.453 -2.512
C 1.093 -0.415 -3.683
C 1.517 -1.089 -4.816
C 2.699 -1.820 -4.796
C 3.455 -1.864 -3.635
C 3.037 -1.184 -2.497
H 0.046 5.110 -2.576
H 2.418 5.774 -2.897
H 4.215 4.106 -2.515
H 3.635 1.843 -1.751
H 1.895 -1.900 0.247
H 3.254 -2.444 2.210
H 4.474 -0.650 3.414
H 4.298 1.686 2.622
H 2.966 2.227 0.638
H 0.169 0.153 -3.697
H 0.919 -1.046 -5.718
H 3.028 -2.350 -5.681
H 4.380 -2.428 -3.609
H 3.645 -1.222 -1.603
C -3.460 -0.460 -0.844
C -4.427 -1.394 -1.614
N -3.841 -2.731 -1.766
C -2.628 -2.616 -2.577
C -1.653 -1.584 -1.956
N -2.168 -1.149 -0.644
C -2.381 -2.335 0.203
C -3.465 -3.233 -0.441
H -3.840 -0.202 0.145
H -3.273 0.466 -1.390
H -4.634 -1.005 -2.613
H -5.381 -1.493 -1.091
H -2.914 -2.321 -3.589
H -2.172 -3.608 -2.638
H -1.547 -0.694 -2.579
H -0.660 -2.013 -1.805
H -2.666 -1.991 1.195
H -1.426 -2.850 0.307
H -4.367 -3.263 0.175
H -3.110 -4.260 -0.553
O -4.065 0.639 3.956
C -2.898 0.326 3.806
N -2.328 -0.189 2.684
S -0.786 -0.512 2.878
O -0.472 -1.921 2.790
O 0.070 0.332 2.050
C -0.633 0.034 4.555
C 0.457 0.065 5.402
C 0.250 0.564 6.683
C -1.010 1.009 7.081
C -2.091 0.967 6.209
C -1.884 0.471 4.935
H 1.430 -0.280 5.076
H 1.076 0.610 7.381
H -1.142 1.393 8.085
H -3.077 1.309 6.497

=====

Number 1: energy -592.213323 Eh. Number 2: energy -4172.877343 Eh. Number 3: energy -5898.462228 Eh. Number 4: energy -4593.362032 Eh.